--- a ---
Computed, not measured: an isolated molecule of C3H8N2O2, with ωB97M-V/def2-TZVPD.

Its lowest unoccupied orbital energy is 1.0248 eV. Its SMILES is COC(=NN)OC. The net charge is 0.

Each line ends with the Löwdin charge.
Atoms and positions in Å:
O 1.2667 -0.7601 -0.3670  -0.06
O -0.9936 -0.7782 -0.8053  -0.07
N -1.1460 1.8057 -0.0035  0.00
N 0.1065 1.2080 -0.0809  0.03
C 2.4358 -0.0909 0.0517  -0.10
C 0.1075 -0.0107 -0.3830  -0.44
C -1.6707 -1.3240 0.2781  -0.11
H 2.7109 0.7116 -0.6515  0.09
H -1.1411 -2.1572 0.7478  0.09
H -1.8159 -0.5669 1.1110  0.11
H -1.7814 1.3367 -0.6194  0.06
H 2.3125 0.4179 1.0558  0.10
H -2.6614 -1.7113 -0.0059  0.09
H -0.9479 2.7776 -0.4215  0.12
H 3.2182 -0.8582 0.0936  0.09

***

--- b ---
Computed, not measured: an isolated molecule of C3H8N2O2, with ωB97M-V/def2-TZVPD.

Its lowest unoccupied orbital energy is 0.9357 eV. Its SMILES is CCOC(=O)NN. The net charge is 0.

Each line ends with the Löwdin charge.
Atoms and positions in Å:
O 0.5049 0.5373 0.5956  -0.01
O 0.4923 -0.3368 -1.5202  0.09
N 1.0732 -1.5864 0.2764  -0.01
N 1.4249 -2.7277 -0.4701  0.03
C -0.2821 1.6549 0.1673  -0.22
C 0.6821 -0.4365 -0.3303  -0.58
C -1.7423 1.4530 0.5501  -0.06
H 0.6261 -2.9913 -1.0524  0.09
H -1.8481 1.4172 1.6298  0.07
H -2.1138 0.5248 0.1268  0.08
H -2.3354 2.2775 0.1647  0.08
H 0.1442 2.5359 0.6607  0.12
H 2.1891 -2.4972 -1.1190  0.09
H -0.1816 1.7602 -0.9170  0.11
H 1.3666 -1.5849 1.2376  0.14

***

Stability ranking, top and bottom: b is the most stable and a is the least stable.

***

--- a ---
Computed, not measured: an isolated molecule of C3H8N2O2, with ωB97M-V/def2-TZVPD.

Its lowest unoccupied orbital energy is 0.7400 eV. Its SMILES is NCCNC(=O)O. The net charge is 0.

Each line ends with the Löwdin charge.
Atoms and positions in Å:
O 0.2089 -0.3634 -2.9206  0.05
O -0.4876 1.5738 -1.9075  0.13
N 0.8028 0.0692 2.4252  0.01
N -0.8876 -0.4649 -0.9693  0.02
C -0.3150 0.2457 -1.9891  -0.64
C 0.4576 -0.7649 1.1792  -0.21
C -0.6442 0.0817 0.4076  -0.16
H 0.0284 -1.6852 1.4621  0.07
H 1.0887 0.9042 2.1337  -0.02
H -1.0901 -1.4004 -1.5063  0.20
H 1.5369 -0.2666 3.0337  0.06
H 1.3789 -0.9610 0.3468  0.16
H -1.7116 0.0082 0.7982  0.14
H -0.1124 1.0182 0.1839  0.11
H -0.2537 2.0054 -2.6775  0.08

***

--- b ---
Computed, not measured: an isolated molecule of C3H8N2O2, with ωB97M-V/def2-TZVPD.

Its lowest unoccupied orbital energy is 0.8694 eV. Its SMILES is N[C@@H]1CN(O)[C@H]1O. The net charge is 0.

Each line ends with the Löwdin charge.
Atoms and positions in Å:
O -1.2045 2.1172 0.1176  -0.11
O -2.0535 -1.1800 -0.4601  0.00
N 1.9834 0.0775 -0.5118  0.03
N -1.2454 -0.3972 0.2530  -0.19
C -0.5451 0.7101 -0.4388  -0.15
C 0.7878 0.2847 0.2314  -0.37
C 0.0627 -0.9727 0.6657  -0.11
H 0.3588 -2.0036 0.2999  0.14
H 2.5914 0.8460 -0.9376  0.12
H 0.1419 -0.9515 1.7777  0.12
H -0.6789 0.7096 -1.4941  0.13
H 0.8037 1.0767 1.0867  0.17
H 2.5809 -0.5081 0.0764  0.08
H -1.5263 -1.5727 -1.1415  0.08
H -2.0570 1.7641 0.4755  0.07

***

Stability ranking, top and bottom: a is the most stable and b is the least stable.

***

--- a ---
Computed, not measured: an isolated molecule of C3H8N2O2, with ωB97M-V/def2-TZVPD.

Its lowest unoccupied orbital energy is 0.8133 eV. Its SMILES is NC(=O)CNCO. The net charge is 0.

Each line ends with the Löwdin charge.
Atoms and positions in Å:
O -0.8999 0.1676 -1.9687  0.05
O -1.8738 -0.2844 0.7979  -0.03
N 0.7096 1.6539 -1.4158  0.16
N 0.4945 -0.2625 0.9625  -0.05
C 0.7732 -0.5791 -0.4234  -0.14
C 0.0973 0.4317 -1.3223  -0.52
C -0.7620 -0.6879 1.5353  -0.30
H -1.7268 -0.4282 -0.1472  0.06
H 0.3912 -1.5342 -0.6799  0.11
H 1.8397 -0.6296 -0.6047  0.13
H 0.2062 2.3419 -1.9424  0.10
H 1.0926 2.0626 -0.5749  0.10
H -0.7858 -1.7788 1.6849  0.12
H 1.2697 -0.2757 1.5925  0.11
H -0.8257 -0.1973 2.5063  0.12

***

--- b ---
Computed, not measured: a cluster of 2 separate species, C3H8N2O2 in total, with ωB97M-V/def2-TZVPD.

Its lowest unoccupied orbital energy is 0.8033 eV. Its SMILES is C=C=O.CONN. The net charge is 0.

Each line ends with the Löwdin charge.
Atoms and positions in Å:
O -4.0962 0.8998 0.0267  0.16
O 1.0216 1.1112 0.3628  -0.18
N 0.2361 0.1902 -0.3434  -0.18
N 0.3087 -1.0432 0.0508  -0.01
C -3.5588 -0.1375 -0.0291  -0.27
C -3.1022 -1.3539 -0.1509  0.01
C 2.1678 1.5996 -0.2007  -0.13
H 2.9596 0.7780 -0.0326  0.10
H -0.7111 0.4760 -0.3764  0.10
H 1.3146 -1.3456 -0.1406  0.13
H -2.1189 -1.4458 -0.5407  0.03
H -3.4620 -2.0471 0.5426  0.05
H 2.1287 1.6355 -1.3150  0.10
H 0.1505 -1.2502 1.0156  0.08
H 2.4961 2.4670 0.1206  0.02

***

--- c ---
Computed, not measured: an isolated molecule of C3H8N2O2, with ωB97M-V/def2-TZVPD.

Its lowest unoccupied orbital energy is 0.6632 eV. Its SMILES is NN(C=O)CCO. The net charge is 0.

Each line ends with the Löwdin charge.
Atoms and positions in Å:
O 1.3625 -1.9471 1.5263  0.06
O -0.8798 1.4103 -1.9002  -0.14
N 0.1510 -0.2062 0.2704  -0.20
N 0.0546 -1.0314 -0.9118  0.03
C -0.4333 1.7611 -0.5513  -0.32
C -0.8467 0.8598 0.4156  -0.26
C 0.7563 -0.9344 1.4189  -0.29
H -0.2486 -1.9826 -0.6187  0.10
H 1.0654 -1.1533 -1.3681  0.16
H -0.8198 0.3454 -1.9924  0.12
H 0.6606 -0.4780 2.3854  0.11
H 0.7304 1.5940 -0.4133  0.16
H -0.8556 1.2465 1.5606  0.17
H -0.7570 2.8239 -0.2476  0.14
H -1.9335 0.4426 0.4757  0.15

***

--- d ---
Computed, not measured: an isolated molecule of C3H8N2O2, with ωB97M-V/def2-TZVPD.

Its lowest unoccupied orbital energy is 0.7103 eV. Its SMILES is NC(=O)NCCO. The net charge is 0.

Each line ends with the Löwdin charge.
Atoms and positions in Å:
O -1.9891 0.5266 1.2560  -0.08
O 0.3374 1.6312 0.5869  0.05
N 0.4760 -0.2828 -0.6918  0.05
N 2.3509 0.9846 -0.2332  0.15
C -1.3843 -0.6949 0.9533  -0.28
C -0.8794 -0.7879 -0.4876  -0.16
C 0.9886 0.8276 -0.0699  -0.58
H 0.8803 -0.4958 -1.5906  0.13
H -1.3075 1.2002 1.0769  0.04
H -2.1531 -1.4584 1.0902  0.12
H -1.6055 -0.2755 -1.1281  0.13
H -0.8492 -1.8421 -0.7881  0.12
H 2.7372 1.6405 0.4332  0.11
H -0.5622 -0.9422 1.6411  0.12
H 2.8859 0.1357 -0.3374  0.10

***

Stability ranking, top and bottom: d is the most stable and b is the least stable.

***

--- a ---
Computed, not measured: a cluster of 2 separate species, C3H8N2O2 in total, with ωB97M-V/def2-TZVPD.

Its lowest unoccupied orbital energy is 0.3822 eV. Its SMILES is C=N[C@H](N)O.C=O. The net charge is 0.

Each line ends with the Löwdin charge.
Atoms and positions in Å:
O -1.1337 -0.4926 -1.0928  0.00
O 0.1504 -2.4380 0.5583  -0.02
N -1.3359 1.7300 -1.3634  0.07
N 0.2213 0.8493 0.2657  0.02
C -0.3978 0.6864 -1.0675  -0.56
C 1.4290 0.4839 0.3641  -0.07
C 0.1442 -1.8703 1.6274  -0.12
H -0.6087 -1.2234 -0.7183  0.05
H 0.8429 -2.1690 2.4318  0.09
H 2.0129 0.0643 -0.4702  0.09
H -0.9659 2.6255 -1.0600  0.07
H 1.9331 0.5402 1.3322  0.08
H -0.5260 -1.0190 1.8389  0.09
H -2.1700 1.5386 -0.8132  0.08
H 0.4042 0.6940 -1.8330  0.14

***

--- b ---
Computed, not measured: a cluster of 2 separate species, C3H8N2O2 in total, with ωB97M-V/def2-TZVPD.

Its lowest unoccupied orbital energy is 0.6068 eV. Its SMILES is O=C1NCCO1.N. The net charge is 0.

Each line ends with the Löwdin charge.
Atoms and positions in Å:
O -0.8227 0.7502 0.5986  -0.01
O 0.3080 1.8041 -1.0521  0.14
N 0.2252 -0.5483 -0.9728  0.07
N 2.0960 1.2007 1.1580  0.04
C -1.3618 -0.5709 0.7512  -0.14
C -0.0230 0.7866 -0.5254  -0.58
C -1.0310 -1.1961 -0.6017  -0.17
H 1.0030 -0.9386 -0.4379  0.12
H -2.4302 -0.4754 0.9527  0.13
H 2.5273 0.5539 0.5063  0.01
H -0.8812 -1.0979 1.5861  0.13
H -0.9597 -2.2812 -0.6187  0.12
H 1.8720 2.0391 0.6317  0.02
H -1.7681 -0.8689 -1.3414  0.13
H 1.2062 0.8227 1.4695  0.00

***

Stability ranking, top and bottom: b is the most stable and a is the least stable.

***

--- a ---
Computed, not measured: a cluster of 2 separate species, C3H8N2O2 in total, with ωB97M-V/def2-TZVPD.

Its lowest unoccupied orbital energy is 0.8868 eV. Its SMILES is N/N=C/O.CC=O. The net charge is 0.

Each line ends with the Löwdin charge.
Atoms and positions in Å:
O 0.0153 2.5432 0.8067  -0.01
O 0.7180 -0.8964 -1.9399  0.04
N -3.1604 1.0539 0.2956  -0.03
N -2.0354 1.8336 0.1511  -0.06
C 2.4757 -0.7020 -0.3828  -0.07
C 1.1105 -0.4882 -0.8654  -0.30
C -0.9506 1.6303 0.8077  -0.36
H 2.5613 -1.5912 0.1671  0.06
H -3.2806 0.8359 1.3108  0.09
H -0.7056 0.9115 1.6571  0.15
H -0.1580 3.3546 0.2479  0.14
H 0.4156 0.1491 -0.1706  0.10
H 3.3587 -0.9142 -1.1129  0.13
H 2.8079 -0.1069 0.3876  0.04
H -3.9617 1.6675 0.0435  0.09

***

--- b ---
Computed, not measured: a structure of composition C3H8N2O2, with ωB97M-V/def2-TZVPD.

Its lowest unoccupied orbital energy is 0.3788 eV. The net charge is 0.

Each line ends with the Löwdin charge.
Atoms and positions in Å:
O -0.1020 1.1296 -0.9298  -0.13
O 1.0725 -2.1493 -3.3844  0.13
N -0.0941 0.1745 0.4973  -0.20
N 0.6760 -2.0737 -1.0603  0.19
C 0.8940 -2.0479 -2.2364  -0.43
C 0.8644 0.9704 1.1434  -0.13
C -1.4316 0.2406 1.0374  -0.09
H -1.4202 -0.3138 1.9796  0.10
H 1.6138 0.3532 1.6373  0.09
H 0.4417 -1.3282 -0.4025  0.03
H -0.3491 0.7300 -1.7808  0.06
H -2.1211 -0.2478 0.3515  0.09
H 0.4887 1.7976 1.7537  0.09
H 1.2219 1.4974 0.1617  0.12
H -1.7549 1.2675 1.2324  0.09

***

Stability ranking, top and bottom: a is the most stable and b is the least stable.

***

--- a ---
Computed, not measured: an isolated molecule of C3H8N2O2, with ωB97M-V/def2-TZVPD.

Its lowest unoccupied orbital energy is 0.9868 eV. Its SMILES is COCO/C=N\N. The net charge is 0.

Each line ends with the Löwdin charge.
Atoms and positions in Å:
O 0.8551 0.6166 0.5743  -0.04
O 1.4105 -1.1170 -0.9065  -0.14
N -1.3484 1.2066 1.1766  -0.01
N -1.4183 2.0848 0.0895  0.00
C -0.2654 0.5458 1.2924  -0.30
C 0.6566 -2.1889 -0.3768  -0.09
C 0.8114 0.1426 -0.7739  -0.23
H -0.5974 2.6453 -0.0403  0.08
H -0.3995 -2.0994 -0.7015  0.10
H 0.7180 -2.1928 0.6907  0.07
H -0.2548 0.1499 -1.1203  0.13
H -2.2594 2.6510 0.1906  0.08
H -0.2954 -0.2225 2.0961  0.13
H 1.3204 0.8716 -1.3847  0.13
H 1.0665 -3.0936 -0.8062  0.09

***

--- b ---
Computed, not measured: a cluster of 2 separate species, C3H8N2O2 in total, with ωB97M-V/def2-TZVPD.

Its lowest unoccupied orbital energy is 0.8926 eV. Its SMILES is NC(=O)O.C=CN. The net charge is 0.

Each line ends with the Löwdin charge.
Atoms and positions in Å:
O 0.9426 -1.3795 -1.7296  0.04
O -0.7653 0.1456 -1.6094  0.05
N 0.8048 1.6257 0.2157  0.02
N -1.2897 -2.0483 -1.7002  0.17
C 0.8730 0.6759 1.3062  -0.24
C -0.2582 -1.1240 -1.7682  -0.60
C -0.0260 0.6444 2.3219  -0.01
H 0.4111 2.4862 0.5443  0.08
H 1.7231 1.8150 -0.1419  0.09
H -0.1062 0.6836 -1.1507  0.04
H -1.0495 -3.0224 -1.7198  0.10
H -2.0837 -1.7860 -1.2231  0.07
H 1.5698 -0.1416 1.1169  0.10
H -0.7981 1.4448 2.3840  0.06
H 0.0523 -0.0194 3.1539  0.03

***

--- c ---
Computed, not measured: an isolated molecule of C3H8N2O2, with ωB97M-V/def2-TZVPD.

Its lowest unoccupied orbital energy is 0.5823 eV. Its SMILES is NC(=O)NCCO. The net charge is 0.

Each line ends with the Löwdin charge.
Atoms and positions in Å:
O 2.5852 -1.3474 0.8002  0.04
O -1.5544 2.4385 0.1398  -0.06
N 1.3730 -1.6168 -1.1306  0.16
N 0.4577 -0.5396 0.6333  0.04
C -0.6045 0.0437 -0.1476  -0.20
C 1.5637 -1.1833 0.1631  -0.64
C -1.2389 1.1310 0.7266  -0.20
H -2.1487 0.7731 1.1984  0.11
H -1.8427 2.2819 -0.7389  0.05
H 2.2825 -1.8543 -1.5756  0.14
H 0.5482 -1.2360 -1.4886  0.04
H -0.2499 0.5317 -1.1035  0.13
H 0.6485 -0.0505 1.4931  0.13
H -0.4913 1.3975 1.5019  0.12
H -1.3284 -0.7694 -0.4715  0.14

***

--- d ---
Computed, not measured: a structure of composition C3H8N2O2, with ωB97M-V/def2-TZVPD.

Its lowest unoccupied orbital energy is 0.6542 eV. The net charge is 0.

Each line ends with the Löwdin charge.
Atoms and positions in Å:
O 0.6462 1.3026 0.9005  0.02
O -1.6762 0.6315 0.6632  -0.16
N 2.3853 1.3261 -0.4761  0.14
N 0.5132 -0.1446 -0.8646  0.12
C -1.7925 -0.7384 0.8596  -0.31
C -1.0662 -1.1500 -0.4134  0.07
C 1.1441 0.8030 -0.1310  -0.60
H 1.0484 -0.4018 -1.7016  0.10
H -1.3390 -1.1313 1.7912  0.11
H -2.8740 -1.0533 0.9306  0.13
H 3.0579 0.7809 -0.9918  0.09
H 2.7857 1.8622 0.2879  0.11
H -0.4636 -2.0319 -0.4226  0.07
H -1.7239 -0.9835 -1.2700  0.10
H -0.6453 0.9287 0.8381  0.02

***

Stability ranking, top and bottom: b is the most stable and a is the least stable.